# H80O40

A 40-piece molecular cluster, H80O40 overall at a distorted geometry (ωB97M-V with the def2-TZVPD basis set, the OMol25 dataset).

Element x y z (Å)
H: 1.782 -2.995 -3.354
H: 1.891 -3.987 -2.379
O: 2.467 -3.296 -2.730
H: 0.410 1.760 5.383
H: 1.164 2.763 6.213
O: 1.314 1.974 5.667
H: -2.346 1.978 -5.641
H: -0.807 1.886 -5.253
O: -1.449 2.091 -5.950
H: -3.900 2.421 -0.312
H: -2.911 3.013 -1.133
O: -3.425 3.263 -0.333
H: 1.599 -1.341 2.974
H: 1.384 0.127 3.399
O: 0.984 -0.713 3.382
H: -2.574 -0.751 6.032
O: -3.204 -0.910 5.335
H: 3.071 -0.062 4.885
O: 3.521 -0.717 5.417
H: 0.147 -2.417 2.258
H: 1.061 -2.958 1.242
O: 0.491 -3.268 1.982
H: 5.485 3.055 2.152
H: 4.748 3.905 1.020
O: 4.684 3.160 1.624
H: -3.287 -0.079 -5.333
H: -1.993 -0.903 -5.255
O: -2.948 -0.951 -5.118
H: 0.111 5.532 3.138
H: -0.829 4.949 2.047
O: -0.731 5.101 2.987
H: -1.108 3.801 -2.452
O: -1.440 2.885 -2.440
H: -5.745 -2.805 -1.898
H: -4.337 -3.187 -2.438
O: -4.911 -3.174 -1.686
H: 3.459 -1.905 -2.013
H: 4.911 -1.498 -1.878
O: 4.020 -1.268 -1.543
H: -5.299 0.808 -0.807
H: -6.441 -0.217 -0.609
O: -5.943 0.255 -1.246
H: 4.627 2.436 -1.886
H: 5.770 2.458 -0.748
O: 5.426 2.867 -1.570
H: -2.115 1.262 2.963
H: -2.186 1.868 1.462
O: -1.664 1.704 2.245
H: 3.579 5.763 -0.656
H: 4.316 4.537 -1.218
O: 3.619 4.820 -0.611
H: 0.066 -3.904 -1.781
O: 0.207 -3.471 -0.915
H: 1.899 3.272 2.323
H: 0.897 1.944 2.491
O: 1.407 2.541 1.958
H: 0.630 2.235 -4.938
O: 1.068 2.721 -4.243
H: -4.202 -1.993 2.632
H: -4.525 -0.716 3.393
O: -4.356 -1.044 2.499
H: 1.874 -1.548 0.031
H: 2.674 -0.653 1.057
O: 1.888 -1.278 0.962
H: -1.861 -5.243 3.708
H: -2.636 -4.310 2.789
O: -2.700 -4.828 3.595
H: 4.433 -3.523 0.949
H: 3.195 -2.768 1.318
O: 3.647 -3.620 1.507
H: -0.102 1.293 0.148
H: 0.733 2.529 -0.216
O: 0.463 1.669 -0.543
H: 0.549 -0.514 -6.568
H: 1.817 -0.168 -6.333
O: 1.284 -0.925 -6.080
H: 2.586 4.978 1.767
H: 1.938 4.930 3.206
O: 2.552 5.389 2.618
H: -0.951 -2.140 3.219
H: -1.958 -3.298 4.001
O: -1.743 -2.371 3.715
H: -0.876 -3.030 -3.660
H: -1.651 -4.456 -3.502
O: -0.919 -3.888 -3.258
H: -0.139 0.967 -3.250
H: -1.642 0.771 -3.082
O: -0.865 0.375 -3.510
H: 0.985 -5.416 2.411
O: 0.346 -5.650 1.741
H: 4.516 1.286 0.554
H: 5.510 0.139 -0.110
O: 5.437 1.012 0.227
H: -0.429 -2.744 -0.868
H: -2.755 -0.700 4.510
H: 1.859 2.241 -3.959
H: 2.942 -1.350 5.847
H: -0.689 2.305 -2.417
H: -0.262 -4.843 1.642
O: -5.155 1.741 1.461
H: -4.738 1.157 0.829
H: -5.207 1.347 2.323
O: -3.183 -1.134 0.179
H: -3.016 -1.254 1.129
H: -4.064 -1.282 -0.151
O: 1.564 0.368 -2.483
H: 1.783 0.977 -1.798
H: 0.700 -0.122 -2.389
O: -2.678 -5.135 -1.899
H: -3.488 -5.467 -1.476
H: -2.108 -4.768 -1.224
O: -2.354 -3.469 0.860
H: -1.517 -3.867 0.451
H: -2.659 -2.761 0.261
O: 2.836 0.694 0.039
H: 3.161 0.387 -0.831
H: 2.067 1.307 0.070
O: 0.211 5.185 -2.589
H: 0.582 6.015 -2.309
H: 0.673 4.835 -3.358

Output
molar mass	720.6	g mol⁻¹
HOMO	-10.3	eV
calculated total energy	-3057.4233	Eh
lowest unoccupied orbital energy	-0.576	eV
relative energy (zero: lowest compared OMol25 entry of this formula, charge and spin)	877.1	kJ/mol

Löwdin atomic charge list, values in e, 4 entries: H 0.0560; H 0.0419; O -0.0407; H 0.0376

# C3H4ClF

A 2-piece molecular cluster, C3H4ClF overall at a distorted geometry (ωB97M-V with the def2-TZVPD basis set, the OMol25 dataset).

Element x y z (Å)
C: -0.384 -0.723 0.585
C: -0.570 0.234 -0.482
C: 0.584 0.420 0.401
F: -1.483 1.197 -0.750
Cl: 2.215 -0.027 -0.059
H: -1.100 -0.568 1.464
H: -0.097 -1.641 0.363
H: 0.415 -0.279 -2.547
H: 0.420 1.387 1.024

Output
molar mass	94.5	g mol⁻¹
HOMO (spin up / spin down)	-10.3 / -9.2	eV
calculated total energy	-676.5388	Eh
lowest unoccupied orbital energy (spin up / spin down)	-0.445 / -0.385	eV
relative energy (zero: lowest compared OMol25 entry of this formula, charge and spin)	532.1	kJ/mol

Löwdin atomic charge list, values in e, 4 entries: C -0.1123; C -0.3319; C -0.6885; F 0.0369

# C2H4BrClN3

An isolated ion of composition C2H4BrClN3 and charge +1 at a distorted geometry (ωB97M-V with the def2-TZVPD basis set, the OMol25 dataset).

Element x y z (Å)
C: -1.663 -0.917 -0.724
C: -0.405 -0.198 0.938
N: -1.634 -0.640 0.514
N: -0.419 -0.545 -1.351
N: 0.465 -0.146 -0.344
Cl: 1.747 -1.561 -0.147
Br: -3.054 -1.698 -1.645
H: -0.432 0.778 1.280
H: 0.132 -0.763 1.641
H: -0.215 -0.061 -2.203
H: 1.013 0.595 -0.728

Output
molar mass	185.4	g mol⁻¹
HOMO	-14.8	eV
calculated total energy	-3276.6987	Eh
lowest unoccupied orbital energy	-6.188	eV
net charge	+1
SMILES	Cl[N@@H+]1CN=C(Br)N1
relative energy (zero: lowest compared OMol25 entry of this formula, charge and spin)	93.2	kJ/mol

Löwdin atomic charge list, values in e, 4 entries: C -0.7969; C -0.1570; N 0.0855; N 0.0114

# C4H4GaO2

C4H4GaO2 as an isolated structure at a distorted geometry (ωB97M-V with the def2-TZVPD basis set, the OMol25 dataset).

Element x y z (Å)
H: 1.830 -2.077 0.860
O: 2.175 -2.049 -0.062
C: 1.262 -1.468 -0.860
C: 0.652 -0.328 -0.597
C: 0.065 0.849 -0.469
C: -1.064 0.997 0.446
O: -1.644 2.062 0.622
Ga: -3.162 2.323 1.724
H: 0.869 -2.130 -1.636
H: 0.407 1.740 -1.005
H: -1.391 0.080 0.978

Output
molar mass	153.8	g mol⁻¹
HOMO	-13.9	eV
calculated total energy	-2229.7463	Eh
lowest unoccupied orbital energy	-5.304	eV
net charge	+1
relative energy (zero: lowest compared OMol25 entry of this formula, charge and spin)	55.8	kJ/mol

Löwdin atomic charge list, values in e, 4 entries: H 0.1418; O 0.0430; C -0.1464; C 0.0785

# C4H15N2O

A 2-piece molecular cluster, C4H15N2O overall at a distorted geometry (ωB97M-V with the def2-TZVPD basis set, the OMol25 dataset).

Element x y z (Å)
N: 0.713 -1.267 1.301
C: -0.772 -0.901 1.463
C: -1.054 0.658 1.538
N: -0.255 1.113 0.322
C: -0.767 0.721 -0.944
C: -0.214 1.794 -2.012
H: 1.035 -1.523 2.226
H: 0.930 -0.286 1.248
H: 1.110 -1.714 0.397
H: -1.269 -1.489 0.615
H: -1.193 -1.419 2.309
H: -0.821 1.130 2.478
H: -2.034 1.003 1.177
H: -0.034 2.093 0.519
H: -1.860 0.743 -0.961
H: -0.475 -0.328 -1.214
H: -0.911 2.697 -2.106
H: 0.761 2.103 -1.611
H: -0.061 1.443 -3.043
H: 2.120 -0.929 -1.728
H: 2.130 -2.387 -1.841
O: 1.777 -1.711 -1.263

Output
molar mass	107.2	g mol⁻¹
HOMO	-13.1	eV
calculated total energy	-345.8643	Eh
lowest unoccupied orbital energy	-2.958	eV
net charge	+1
relative energy (zero: lowest compared OMol25 entry of this formula, charge and spin)	213.6	kJ/mol

Löwdin atomic charge list, values in e, 4 entries: N 0.1670; C -0.1248; C -0.1114; N -0.1598

# C4H11N4

An isolated ion of composition C4H11N4 and charge +1 at a distorted geometry (ωB97M-V with the def2-TZVPD basis set, the OMol25 dataset).

Element x y z (Å)
C: 0.507 1.088 -0.661
C: -0.565 -0.108 -0.409
C: -2.020 0.522 -0.104
C: 0.981 -1.662 0.679
N: 0.626 1.938 0.221
N: -0.207 -0.837 0.697
N: 1.394 0.875 -1.685
N: 0.286 2.932 0.818
H: -0.663 -0.677 -1.401
H: -2.574 -0.274 -0.522
H: -2.315 1.528 -0.408
H: -2.247 0.455 0.959
H: 0.770 -2.360 1.455
H: 1.029 -2.154 -0.291
H: 2.003 -1.068 0.793
H: 0.992 0.293 -2.430
H: 2.145 1.444 -1.825
H: 0.522 3.055 1.776
H: -0.792 -0.793 1.502

Output
molar mass	115.2	g mol⁻¹
HOMO (spin up / spin down)	-13.1 / -13.1	eV
calculated total energy	-377.6630	Eh
lowest unoccupied orbital energy (spin up / spin down)	-5.310 / -5.311	eV
net charge	+1
SMILES	[H]/N=N/C(=[NH2+])[C@H](C)NC
relative energy (zero: lowest compared OMol25 entry of this formula, charge and spin)	429.9	kJ/mol

Löwdin atomic charge list, values in e, 4 entries: C -0.2334; C -0.3010; C -0.0017; C -0.0770